Formula: C3H10SSi
Source: the Open Molecules 2025 dataset
Level of theory: ωB97M-V/def2-TZVPD

```
! RIJCOSX wB97M-V def2-TZVPD def2/J DEFGRID3
* xyz 0 3
S 1.995 -0.562 0.552
Si -1.840 -1.278 1.146
C 1.960 1.234 -1.530
C 2.000 -0.006 -1.047
C -1.575 0.370 0.240
H 1.768 1.444 -2.644
H -0.629 -2.084 0.766
H -1.469 -0.901 2.657
H 2.045 2.061 -0.879
H -3.247 -1.724 0.876
H -0.539 0.371 -0.265
H 2.213 -0.872 -1.735
H -2.449 0.519 -0.388
H -1.613 1.107 0.958
H 1.380 0.320 1.293
*
```

## Properties
Strongest force on any atom   8.51 eV/Å
<S²>   2.007
Relative energy (zero: lowest compared OMol25 entry of this formula, charge and spin)   26.0 kcal per mole
Lowest unoccupied orbital energy (spin up / spin down)   0.84 / -2.02 eV
Kohn-Sham gap (spin up / spin down)   6.1 / 8.5 eV
HOMO energy (spin up / spin down)   -5.3 / -10.6 eV

Here are the Mulliken charges for atoms 1 to 6, given in e:
1 S -0.124
2 Si 0.357
3 C -0.826
4 C -0.084
5 C -0.776
6 H 0.252

Formula: C3H11ClN2Si
Source: the Open Molecules 2025 dataset
Level of theory: ωB97M-V/def2-TZVPD

```
! RIJCOSX wB97M-V def2-TZVPD def2/J DEFGRID3
* xyz 0 1
Cl -1.297 -1.805 -0.993
Si -0.794 -0.194 0.188
N 3.512 -2.051 1.324
N -2.405 0.409 0.658
C 1.207 1.619 -1.216
C -0.276 1.146 -1.065
C -3.507 -0.253 0.879
H -0.777 1.013 -1.954
H -2.174 1.066 1.409
H -0.746 2.027 -0.565
H 2.703 -2.173 0.797
H 4.306 -1.861 0.725
H 1.251 2.510 -1.699
H 3.688 -2.973 1.839
H 1.529 1.694 -0.194
H 1.699 0.873 -1.774
H -4.234 -0.096 1.555
H -3.686 -0.953 0.086
*
```

## Properties
Strongest force on any atom   4.80 eV/Å
Relative energy (zero: lowest compared OMol25 entry of this formula, charge and spin)   86.5 kcal per mole
Lowest unoccupied orbital energy (spin up / spin down)   -0.56 / -0.35 eV
Kohn-Sham gap (spin up / spin down)   6.4 / 6.7 eV
HOMO energy (spin up / spin down)   -7.0 / -7.0 eV

Here are the Mulliken charges for atoms 1 to 6, given in e:
1 Cl -0.311
2 Si -0.155
3 N -0.641
4 N -0.089
5 C -1.189
6 C -0.617

Formula: C3H11ClNSi
Source: the Open Molecules 2025 dataset
Level of theory: ωB97M-V/def2-TZVPD

```
! RIJCOSX wB97M-V def2-TZVPD def2/J DEFGRID3
* xyz 1 1
Cl -2.067 -0.368 -0.069
Si -0.233 0.625 -0.117
N 0.060 -2.426 0.224
C 1.001 -1.272 -0.182
C -0.217 1.829 -1.673
C 0.007 1.503 1.560
H 0.922 1.206 2.102
H 0.320 -3.504 0.030
H 0.618 2.444 -1.876
H 1.897 -1.301 0.450
H -0.036 2.569 1.434
H -0.400 1.238 -2.568
H -1.155 2.411 -1.329
H -0.921 -2.240 -0.130
H -0.916 1.102 2.169
H 1.310 -1.468 -1.256
H -0.190 -2.348 1.232
*
```

## Properties
Strongest force on any atom   3.47 eV/Å
Relative energy (zero: lowest compared OMol25 entry of this formula, charge and spin)   0.0 kcal per mole
Lowest unoccupied orbital energy   -3.49 eV
Kohn-Sham gap   11.2 eV
HOMO energy   -14.6 eV

Here are the Mulliken charges for atoms 1 to 6, given in e:
1 Cl -0.332
2 Si 0.759
3 N -0.389
4 C -0.724
5 C -0.909
6 C -0.948

Formula: C3H11N2
Source: the Open Molecules 2025 dataset
Level of theory: ωB97M-V/def2-TZVPD

```
! RIJCOSX wB97M-V def2-TZVPD def2/J DEFGRID3
* xyz 0 2
N 0.113 2.070 2.332
N -0.338 -1.257 -0.458
C 0.653 -1.281 -1.454
C -0.727 -0.005 0.123
C 0.643 -2.008 -2.620
H -0.644 2.025 3.020
H 0.755 1.288 2.486
H -0.187 2.157 1.339
H -1.094 -0.108 1.161
H -1.557 0.496 -0.398
H 0.108 0.743 0.163
H 1.514 -0.585 -1.255
H -1.180 -1.751 -0.775
H 1.427 -1.978 -3.357
H -0.193 -2.695 -2.840
H 0.707 2.890 2.534
*
```

## Properties
Strongest force on any atom   2.27 eV/Å
<S²>   0.750
Relative energy (zero: lowest compared OMol25 entry of this formula, charge and spin)   52.1 kcal per mole
Lowest unoccupied orbital energy (spin up / spin down)   1.14 / 0.64 eV
Kohn-Sham gap (spin up / spin down)   5.3 / 9.0 eV
HOMO energy (spin up / spin down)   -4.2 / -8.3 eV

Here are the Mulliken charges for atoms 1 to 6, given in e:
1 N -2.931
2 N -0.253
3 C 0.198
4 C -0.825
5 C -0.866
6 H 0.810

Formula: C3H11N2
Source: the Open Molecules 2025 dataset
Level of theory: ωB97M-V/def2-TZVPD

```
! RIJCOSX wB97M-V def2-TZVPD def2/J DEFGRID3
* xyz 0 2
N 0.809 1.127 -1.298
N -0.500 0.314 0.967
C 0.311 -0.609 1.739
C 0.136 -0.204 -1.394
C -1.005 -0.187 -0.381
H -1.322 -1.348 -0.293
H 1.370 -0.708 1.364
H -1.277 0.605 1.630
H 0.061 1.267 0.818
H 1.782 0.928 -1.071
H -0.339 -0.386 -2.465
H 0.575 1.618 -2.142
H 0.551 -0.286 2.781
H 0.817 -1.036 -1.239
H -0.115 -1.645 1.687
H -1.855 0.549 -0.704
*
```

## Properties
Strongest force on any atom   3.34 eV/Å
<S²>   0.751
Relative energy (zero: lowest compared OMol25 entry of this formula, charge and spin)   58.4 kcal per mole
Lowest unoccupied orbital energy (spin up / spin down)   1.05 / 0.58 eV
Kohn-Sham gap (spin up / spin down)   4.1 / 10.7 eV
HOMO energy (spin up / spin down)   -3.1 / -10.1 eV

Here are the Mulliken charges for atoms 1 to 6, given in e:
1 N -0.761
2 N -1.153
3 C -1.718
4 C -0.491
5 C -1.188
6 H 0.209

Formula: C3H11N2
Source: the Open Molecules 2025 dataset
Level of theory: ωB97M-V/def2-TZVPD

```
! RIJCOSX wB97M-V def2-TZVPD def2/J DEFGRID3
* xyz 1 1
N 0.213 0.757 -0.258
N -2.025 -0.953 -0.062
C 0.723 1.120 1.146
C -1.483 -2.124 -0.056
C 1.408 0.534 -1.150
H 1.777 1.548 -1.286
H -2.773 -0.685 0.702
H -0.967 -2.478 0.893
H 0.413 0.245 1.848
H -0.584 0.039 -0.200
H -1.762 -2.805 -0.830
H 0.961 0.127 -2.069
H 1.798 1.126 1.120
H -0.174 1.574 -0.649
H 0.344 2.048 1.595
H 2.130 -0.073 -0.746
*
```

## Properties
Strongest force on any atom   3.67 eV/Å
Relative energy (zero: lowest compared OMol25 entry of this formula, charge and spin)   82.8 kcal per mole
Lowest unoccupied orbital energy   -4.36 eV
Kohn-Sham gap   8.8 eV
HOMO energy   -13.2 eV

Here are the Mulliken charges for atoms 1 to 6, given in e:
1 N -0.051
2 N -0.673
3 C -0.687
4 C -0.168
5 C -0.982
6 H 0.421

Formula: C3H11N2
Source: the Open Molecules 2025 dataset
Level of theory: ωB97M-V/def2-TZVPD

```
! RIJCOSX wB97M-V def2-TZVPD def2/J DEFGRID3
* xyz 1 1
N 0.319 -0.245 -1.084
N -0.218 -0.080 1.594
C 0.212 1.328 1.904
C 0.693 0.452 -2.073
C -0.485 -1.483 -1.327
H -0.178 -2.216 -0.586
H -0.203 -0.188 0.543
H 1.157 1.456 1.385
H 1.681 0.866 -2.274
H -0.183 -1.851 -2.299
H 0.135 1.508 2.968
H -0.462 1.981 1.350
H -1.186 -0.252 1.874
H 0.355 -0.760 2.089
H -0.068 0.833 -2.776
H -1.569 -1.350 -1.287
*
```

## Properties
Strongest force on any atom   2.47 eV/Å
Relative energy (zero: lowest compared OMol25 entry of this formula, charge and spin)   58.1 kcal per mole
Lowest unoccupied orbital energy   -3.69 eV
Kohn-Sham gap   9.4 eV
HOMO energy   -13.1 eV

Here are the Mulliken charges for atoms 1 to 6, given in e:
1 N -0.443
2 N -0.205
3 C -0.812
4 C -0.344
5 C -1.042
6 H 0.342

Formula: C3H11N2
Source: the Open Molecules 2025 dataset
Level of theory: ωB97M-V/def2-TZVPD

```
! RIJCOSX wB97M-V def2-TZVPD def2/J DEFGRID3
* xyz 1 1
N 0.795 0.167 0.689
N -0.630 -0.265 -1.537
C -1.937 -0.898 -1.226
C 1.863 1.202 0.797
C 0.523 -0.389 1.809
H 1.409 2.197 1.092
H 2.570 0.914 1.642
H -0.813 0.723 -1.759
H -2.648 -0.867 -2.035
H -2.358 -0.282 -0.386
H -0.153 -1.234 1.886
H -0.186 -0.696 -2.363
H 2.333 1.286 -0.221
H 0.891 -0.028 2.787
H 0.079 0.099 -0.122
H -1.737 -1.929 -1.053
*
```

## Properties
Strongest force on any atom   3.40 eV/Å
Relative energy (zero: lowest compared OMol25 entry of this formula, charge and spin)   39.8 kcal per mole
Lowest unoccupied orbital energy   -4.72 eV
Kohn-Sham gap   9.8 eV
HOMO energy   -14.5 eV

Here are the Mulliken charges for atoms 1 to 6, given in e:
1 N 0.095
2 N -0.683
3 C -0.823
4 C -0.806
5 C -0.131
6 H 0.337

Formula: C3H11N2
Source: the Open Molecules 2025 dataset
Level of theory: ωB97M-V/def2-TZVPD

```
! RIJCOSX wB97M-V def2-TZVPD def2/J DEFGRID3
* xyz 1 1
N 0.589 -0.176 -1.512
N 0.337 0.761 0.848
C 0.757 -0.428 1.626
C -0.808 -0.388 -1.020
C -0.989 0.764 0.096
H 0.849 -0.008 -2.515
H 1.712 -0.255 2.149
H 0.895 0.580 -0.742
H -1.901 0.333 0.498
H -1.147 1.686 -0.441
H 0.838 -1.332 1.058
H -0.852 -1.465 -0.565
H -1.471 -0.124 -1.825
H 0.405 1.630 1.378
H 1.057 -1.021 -1.234
H -0.272 -0.559 2.200
*
```

## Properties
Strongest force on any atom   4.08 eV/Å
Relative energy (zero: lowest compared OMol25 entry of this formula, charge and spin)   46.1 kcal per mole
Lowest unoccupied orbital energy   -3.27 eV
Kohn-Sham gap   10.8 eV
HOMO energy   -14.1 eV

Here are the Mulliken charges for atoms 1 to 6, given in e:
1 N -0.307
2 N -0.379
3 C -0.789
4 C -0.607
5 C -0.586
6 H 0.328

Formula: C3H11N2
Source: the Open Molecules 2025 dataset
Level of theory: ωB97M-V/def2-TZVPD

```
! RIJCOSX wB97M-V def2-TZVPD def2/J DEFGRID3
* xyz 1 1
N 0.166 -0.246 1.640
N 0.286 0.809 -0.736
C 1.320 0.673 -1.783
C -0.825 -1.378 1.505
C -0.960 0.884 -1.110
H -1.709 0.612 -0.361
H 0.376 0.384 0.391
H -0.790 -2.107 2.324
H 1.069 -0.661 1.824
H -0.090 0.492 2.291
H 1.184 1.514 -2.461
H 2.308 0.741 -1.297
H -1.803 -0.932 1.317
H -1.380 1.469 -1.931
H 1.299 -0.317 -2.269
H -0.452 -1.936 0.654
*
```

## Properties
Strongest force on any atom   3.23 eV/Å
Relative energy (zero: lowest compared OMol25 entry of this formula, charge and spin)   39.8 kcal per mole
Lowest unoccupied orbital energy   -4.62 eV
Kohn-Sham gap   10.2 eV
HOMO energy   -14.8 eV

Here are the Mulliken charges for atoms 1 to 6, given in e:
1 N -0.588
2 N -0.083
3 C -0.847
4 C -0.812
5 C -0.088
6 H 0.130